(1)
ORCA calculation (wB97M-V/def2-TZVPD) on a structure of composition C27H35Cl5MnN3OSSi2.

2S+1 ... 5
Total charge ... 0
Orbital gap (spin up / spin down) ... 6.615 / 8.520 eV
Lowest unoccupied orbital energy (spin up / spin down) ... -1.39 / 0.09 eV
Max |F| ... 1.17 eV/Å

```
75
Properties=species:S:1:pos:R:3:lowdin_charge:R:1
Mn 0.478 -1.002 0.022 0.612
C -1.947 1.164 -2.850 -0.168
Si -2.208 -0.449 -1.927 0.501
C -4.078 -0.769 -1.884 -0.166
C -1.510 -1.974 -2.815 -0.179
C -1.592 -0.386 -0.078 -0.336
C -1.896 -1.730 0.439 -0.421
C -3.035 -2.170 1.118 -0.025
C -3.163 -3.512 1.414 -0.036
C -2.146 -4.396 1.065 -0.059
C -1.027 -3.890 0.438 -0.149
N -0.914 -2.603 0.119 -0.006
Si -2.302 1.077 0.919 0.511
C -4.132 1.430 0.555 -0.186
C -1.437 2.681 0.421 -0.182
C -2.220 0.727 2.782 -0.152
H -2.499 1.146 -3.794 0.038
H -0.900 1.344 -3.067 -0.007
H -2.305 2.011 -2.259 0.021
H -4.412 -1.119 -2.863 0.037
H -4.643 0.132 -1.646 0.010
H -4.342 -1.538 -1.154 0.025
H -1.653 -1.898 -3.894 0.039
H -2.020 -2.878 -2.474 0.031
H -0.443 -2.099 -2.634 -0.021
H -3.807 -1.460 1.383 0.108
H -4.053 -3.876 1.911 0.115
H -2.220 -5.452 1.282 0.107
H -0.187 -4.524 0.180 0.122
H -4.246 1.902 -0.423 0.023
H -4.493 2.139 1.303 0.039
H -4.781 0.553 0.587 0.021
H -2.130 3.329 -0.122 0.030
H -0.581 2.498 -0.228 -0.019
H -1.092 3.234 1.297 0.031
H -3.192 0.413 3.168 0.033
H -1.922 1.627 3.325 0.040
H -1.497 -0.054 3.017 0.004
C 4.378 -1.446 -0.073 -0.137
C 4.045 -2.149 -1.405 -0.160
C 2.772 -2.945 -1.087 -0.203
O 2.231 -2.368 0.115 -0.291
C 3.390 -2.067 0.910 -0.175
H 4.189 -0.376 -0.167 0.090
H 5.407 -1.599 0.246 0.113
H 4.843 -2.808 -1.745 0.109
H 3.847 -1.408 -2.175 0.072
H 3.014 -3.992 -0.879 0.124
H 2.020 -2.897 -1.873 0.098
H 3.777 -3.005 1.322 0.131
H 3.095 -1.412 1.724 0.103
Cl 0.325 -2.594 3.044 0.732
C 0.810 -0.930 3.193 -0.718
C 0.951 -0.155 2.034 -0.232
C 1.455 1.123 2.279 -0.673
Cl 1.933 2.086 0.918 0.768
C 1.672 1.650 3.550 -0.710
Cl 2.260 3.254 3.761 0.678
C 1.422 0.861 4.668 -0.713
Cl 1.613 1.499 6.252 0.684
C 1.040 -0.464 4.486 -0.718
Cl 0.867 -1.497 5.854 0.675
C 0.939 4.928 -2.175 -0.022
C 1.878 3.762 -2.136 -0.342
C 3.260 3.891 -2.213 -0.020
C 3.998 2.723 -2.149 -0.130
N 3.444 1.522 -2.021 0.055
C 2.110 1.493 -1.971 -0.819
S 1.358 -0.080 -1.863 0.718
N 1.314 2.561 -2.016 0.069
H 1.432 5.840 -2.508 0.076
H 0.529 5.088 -1.175 0.084
H 0.106 4.691 -2.835 0.083
H 3.737 4.855 -2.323 0.106
H 5.082 2.739 -2.199 0.110
```


(2)
ORCA calculation (wB97M-V/def2-TZVPD) on a structure of composition C27H35ClN3O4RuS2.

2S+1 ... 2
Total charge ... +2
Orbital gap (spin up / spin down) ... 8.848 / 7.500 eV
Lowest unoccupied orbital energy (spin up / spin down) ... -5.40 / -6.78 eV
Max |F| ... 0.38 eV/Å

```
73
Properties=species:S:1:pos:R:3:lowdin_charge:R:1
Ru -0.736 0.573 0.407 1.215
O -0.684 0.330 2.533 -0.170
C -0.896 -0.943 3.191 -0.174
C -2.358 -1.340 3.223 -0.133
C -3.045 -1.268 1.847 -0.125
C -2.295 -2.032 0.794 -0.252
C -2.594 -3.371 0.565 0.012
C -1.875 -4.103 -0.360 -0.016
C -0.856 -3.469 -1.056 -0.035
C -0.609 -2.141 -0.795 -0.131
N -1.303 -1.425 0.108 -0.014
H -1.049 1.064 3.051 0.103
H -0.478 -0.878 4.195 0.138
H -0.294 -1.645 2.616 0.120
H -2.907 -0.707 3.923 0.130
H -2.409 -2.357 3.619 0.133
H -3.170 -0.231 1.546 0.084
H -4.044 -1.693 1.938 0.132
H -3.397 -3.827 1.129 0.133
H -2.102 -5.146 -0.532 0.129
H -0.253 -3.994 -1.783 0.125
H 0.184 -1.612 -1.302 0.089
O 1.114 -0.227 0.446 -0.661
S 2.371 0.551 -0.080 1.095
C 2.406 2.091 0.772 -0.414
C 2.393 2.158 2.162 -0.060
C 2.381 3.403 2.760 -0.042
C 2.401 4.555 1.976 -0.037
C 2.427 4.473 0.593 -0.046
C 2.418 3.229 -0.022 -0.082
C 3.694 -0.354 0.667 -0.390
C 3.476 -1.204 1.741 -0.072
C 4.566 -1.862 2.291 -0.047
C 5.839 -1.661 1.772 -0.043
C 6.035 -0.810 0.693 -0.046
C 4.956 -0.152 0.125 -0.069
H 2.404 1.254 2.759 0.118
H 2.377 3.484 3.839 0.119
H 2.406 5.525 2.455 0.120
H 2.450 5.372 -0.007 0.120
H 2.421 3.144 -1.102 0.114
H 2.478 -1.355 2.126 0.102
H 4.422 -2.533 3.127 0.117
H 6.683 -2.177 2.208 0.120
H 7.027 -0.663 0.288 0.120
H 5.097 0.508 -0.723 0.119
Cl -2.369 3.727 3.304 0.649
C -2.569 3.868 1.535 -0.430
C -1.853 2.688 0.958 -0.710
O -0.605 2.662 0.832 -0.090
O -2.485 1.613 0.681 -0.151
H -2.120 4.800 1.204 0.099
H -3.629 3.832 1.306 0.095
C -2.907 -1.803 -3.164 -0.019
N -2.500 -0.461 -2.742 -0.170
C -3.512 0.253 -1.964 -0.041
C -1.263 0.013 -2.904 -0.649
S -0.610 1.210 -1.808 0.798
N -0.507 -0.364 -3.942 -0.179
C -1.066 -0.635 -5.273 -0.008
C 0.946 -0.204 -3.946 -0.057
H -3.432 -2.264 -2.327 0.099
H -2.035 -2.404 -3.397 0.087
H -3.579 -1.778 -4.021 0.107
H -4.482 0.054 -2.418 0.109
H -3.320 1.321 -1.984 0.078
H -3.530 -0.086 -0.930 0.070
H -2.096 -0.301 -5.325 0.099
H -1.004 -1.691 -5.536 0.103
H -0.486 -0.064 -5.996 0.106
H 1.342 -0.279 -2.939 0.045
H 1.232 0.759 -4.371 0.107
H 1.367 -1.000 -4.558 0.107
```


(3)
ORCA calculation (wB97M-V/def2-TZVPD) on a structure of composition C27H35ClN8O14Sc.

Total charge ... -1
Orbital gap ... 7.774 eV
Lowest unoccupied orbital energy ... 2.22 eV
Max |F| ... 0.79 eV/Å

```
86
Properties=species:S:1:pos:R:3:lowdin_charge:R:1
Sc 0.108 0.751 1.227 1.118
O 1.586 5.766 4.167 0.119
C 1.317 6.076 2.911 -0.510
O 1.422 7.206 2.490 0.079
C 0.866 4.973 2.024 -0.040
C 0.512 5.153 0.696 0.014
N 0.136 3.961 0.214 0.058
N 0.234 3.019 1.147 0.030
C 0.683 3.594 2.247 -0.105
C 0.938 2.667 3.408 -0.532
O 1.220 3.161 4.505 0.060
O 0.820 1.438 3.123 -0.074
H 1.460 4.783 4.354 0.071
H 0.519 6.044 0.092 0.137
H -0.028 3.638 -0.737 0.136
C -4.181 1.827 2.739 -0.005
C -2.937 1.487 1.981 -0.261
N -1.853 1.162 2.574 -0.038
O -1.951 1.150 3.950 -0.023
C -2.873 1.541 0.516 -0.279
C -4.020 1.901 -0.370 -0.038
N -1.697 1.287 0.024 -0.196
O -1.454 1.421 -1.232 -0.177
H -3.982 2.647 3.429 0.091
H -4.489 0.978 3.351 0.092
H -4.990 2.110 2.072 0.064
H -1.297 0.472 4.202 0.075
H -4.964 1.508 0.006 0.068
H -3.823 1.493 -1.360 0.068
H -4.134 2.984 -0.487 0.086
O 4.272 0.272 1.682 -0.281
Cl 3.078 -0.193 1.074 0.706
O 2.266 -0.963 1.990 -0.331
O 3.340 -0.922 -0.118 -0.290
O 2.237 1.001 0.723 -0.424
C 1.204 -2.384 -6.709 -0.077
C 0.396 -2.049 -5.461 -0.203
N 0.683 -0.734 -4.892 -0.054
C -0.247 0.343 -5.197 -0.208
C -0.246 0.749 -6.664 -0.077
C 1.847 -0.618 -4.189 -0.402
O 2.649 -1.539 -4.138 0.065
C 2.129 0.649 -3.435 -0.103
C 3.421 1.152 -3.426 0.002
C 3.700 2.265 -2.651 -0.045
C 2.676 2.816 -1.897 -0.138
N 1.438 2.332 -1.883 0.070
C 1.174 1.264 -2.631 -0.097
H 0.927 -3.374 -7.078 0.072
H 2.266 -2.391 -6.473 0.069
H 1.027 -1.665 -7.509 0.057
H 0.593 -2.795 -4.691 0.120
H -0.674 -2.071 -5.680 0.116
H -0.012 1.204 -4.581 0.097
H -1.249 0.019 -4.899 0.125
H 0.754 1.049 -6.981 0.080
H -0.921 1.593 -6.818 0.073
H -0.578 -0.064 -7.310 0.061
H 4.194 0.653 -3.997 0.122
H 4.696 2.684 -2.609 0.103
H 2.868 3.665 -1.248 0.109
H 0.166 0.879 -2.534 0.093
C -2.476 -5.501 3.002 -0.089
C -2.214 -4.005 2.918 -0.159
C -0.721 -3.573 2.918 -0.291
C 0.046 -4.161 4.112 -0.180
C 1.481 -3.661 4.193 -0.065
C -0.086 -4.084 1.632 -0.386
O 0.224 -5.242 1.463 0.099
N 0.110 -3.158 0.628 0.246
C -0.106 -1.814 0.788 -0.537
O 0.196 -1.013 -0.122 -0.024
N -0.583 -1.293 1.921 0.117
C -0.754 -2.044 3.038 -0.419
O -0.985 -1.537 4.124 0.081
H -3.548 -5.686 2.907 0.072
H -2.156 -5.912 3.960 0.073
H -1.962 -6.049 2.214 0.070
H -2.667 -3.495 3.772 0.122
H -2.694 -3.593 2.024 0.126
H 0.031 -5.247 4.021 0.110
H -0.505 -3.890 5.015 0.123
H 2.060 -3.961 3.316 0.083
H 1.979 -4.077 5.070 0.075
H 1.530 -2.575 4.269 0.077
H 0.581 -3.455 -0.215 0.176
```


Ordered energy relative to the best compared isomer or geometry (same formula, charge and spin) results: 0.0; 1.8; 3.4; unit kcal/mol.